Record 1
A molecular structure, C24H15Br4IInN4O8, computed with ωB97M-V/def2-TZVPD.

Computed properties:
Charge ... -1
LUMO (alpha / beta) ... 0.69 / 0.77 eV

Each line ends with the natural charge from an NBO analysis.
Atoms and positions in Å:
In -0.496 1.428 0.118  0.894
Br -3.724 8.297 -0.063  0.090
C -2.439 6.915 -0.077  -0.153
C -1.069 7.231 0.119  -0.141
Br -0.546 9.023 0.383  0.090
C -0.132 6.226 0.116  -0.221
Br 1.707 6.584 0.365  0.077
C -0.466 4.859 -0.139  0.398
O 0.377 3.943 -0.112  -0.651
C -1.886 4.539 -0.420  0.311
O -2.208 3.371 -0.726  -0.639
C -2.824 5.611 -0.294  -0.189
Br -4.641 5.164 -0.563  0.070
C -4.657 1.663 0.506  -0.681
C -4.329 0.227 0.428  0.312
C -5.246 -0.852 0.157  -0.294
C -4.506 -1.991 0.212  -0.274
C -3.158 -1.573 0.527  0.306
C -2.014 -2.468 0.790  -0.679
N -3.079 -0.235 0.636  -0.558
H -5.733 1.829 0.532  0.211
H -4.237 2.186 -0.356  0.280
H -4.192 2.113 1.384  0.240
H -6.301 -0.749 -0.044  0.214
H -4.828 -3.012 0.075  0.213
H -2.177 -3.451 0.348  0.213
H -1.884 -2.588 1.871  0.234
H -1.105 -2.008 0.406  0.273
I 5.129 -0.836 -2.313  0.117
C 4.207 0.603 -1.090  -0.161
C 4.880 1.146 -0.013  -0.200
C 4.201 2.066 0.771  -0.238
C 2.883 2.361 0.460  0.056
N 2.249 1.829 -0.577  -0.441
C 2.901 0.975 -1.354  0.016
H 5.891 0.848 0.227  0.222
H 4.683 2.521 1.625  0.216
H 2.304 3.058 1.055  0.217
H 2.354 0.561 -2.193  0.207
O 2.528 -0.914 1.030  -0.704
C 1.687 -1.416 0.283  0.760
O 0.695 -0.871 -0.281  -0.833
C 1.827 -2.927 0.008  -0.162
C 2.735 -3.671 0.746  -0.071
C 2.806 -5.044 0.560  -0.022
C 1.995 -5.695 -0.352  -0.165
C 1.108 -4.933 -1.088  -0.023
C 1.012 -3.558 -0.918  -0.080
N 0.235 -5.605 -2.052  0.532
O -0.552 -4.921 -2.677  -0.372
O 0.342 -6.813 -2.170  -0.387
N 3.748 -5.840 1.348  0.531
O 4.530 -5.246 2.064  -0.370
O 3.694 -7.053 1.242  -0.389
H 3.364 -3.161 1.462  0.266
H 2.057 -6.763 -0.487  0.272
H 0.302 -2.986 -1.496  0.262

***

Record 2
A molecular structure, C24H15BrF9N4O4SSeW, computed with ωB97M-V/def2-TZVPD.

Computed properties:
Charge ... +1
LUMO (alpha / beta) ... -6.63 / -6.94 eV

Each line ends with the natural charge from an NBO analysis.
Atoms and positions in Å:
W -0.979 -0.320 0.249  2.017
C -1.742 -3.348 0.304  -0.449
N -1.487 -2.392 -0.764  -0.406
C -0.550 -2.953 -1.821  -0.415
C -2.720 -2.097 -1.591  -0.228
C -2.429 -0.768 -2.335  -0.273
N -1.200 -0.140 -1.798  -0.586
C -0.689 0.764 -2.685  0.045
C -1.397 1.934 -2.997  0.320
F -2.464 2.302 -2.270  -0.295
C -1.023 2.877 -3.951  0.353
F -1.742 3.928 -4.240  -0.269
C 0.201 2.734 -4.658  -0.274
C 0.989 1.632 -4.267  0.337
F 2.246 1.525 -4.803  -0.294
C 0.548 0.705 -3.377  0.308
F 1.480 -0.197 -3.004  -0.302
H -2.375 -4.114 -0.094  0.222
H -2.304 -2.943 1.150  0.251
H -0.835 -3.816 0.685  0.232
H -0.311 -2.189 -2.535  0.229
H -1.044 -3.815 -2.268  0.220
H 0.383 -3.220 -1.367  0.230
H -3.501 -2.066 -0.858  0.245
H -2.852 -2.978 -2.269  0.227
H -3.343 -0.102 -2.166  0.253
H -2.232 -0.972 -3.397  0.240
H 0.583 3.433 -5.427  0.272
O -5.007 0.112 0.725  -0.491
C -3.829 0.268 0.683  0.642
O -2.957 -0.757 0.807  -0.753
C -3.211 1.774 0.463  0.707
O -4.034 2.661 0.552  -0.498
O -1.952 1.682 0.240  -0.703
Se 3.164 -3.125 -0.162  0.132
C 1.724 -2.082 0.147  0.193
N 0.816 -1.339 0.463  -0.771
F 6.500 0.333 2.163  -0.254
C 5.311 0.740 1.731  0.316
C 4.344 1.133 2.673  0.262
F 4.766 1.261 3.982  -0.292
C 3.068 1.547 2.278  0.348
F 2.375 2.389 3.072  -0.292
C 2.606 1.325 0.984  -0.357
S 0.925 1.653 0.638  0.182
C 3.586 1.052 0.020  0.373
F 3.261 0.896 -1.233  -0.267
C 4.911 0.774 0.405  0.303
F 5.763 0.434 -0.605  -0.287
Br -3.230 0.672 3.540  0.182
C -1.341 0.703 3.294  0.195
C -0.709 1.428 4.261  -0.267
C 0.562 0.926 4.677  -0.054
C 1.073 -0.147 4.017  -0.285
C 0.366 -0.823 3.064  0.122
N -0.749 -0.264 2.522  -0.605
H -1.178 2.292 4.759  0.272
H 1.052 1.287 5.569  0.251
H 2.124 -0.457 4.213  0.253
H 0.688 -1.754 2.614  0.233

***

Record 3
A molecular structure, C24H15Cl2F8N3O3PdSb, computed with ωB97M-V/def2-TZVPD.

Computed properties:
Charge ... +2
Spin multiplicity ... 2
LUMO (alpha / beta) ... -10.58 / -10.59 eV

Each line ends with the natural charge from an NBO analysis.
Atoms and positions in Å:
Pd 0.241 -0.189 -0.710  1.174
F 4.986 -2.626 -0.797  -0.274
C 4.342 -1.487 -0.990  0.474
C 2.997 -1.425 -0.633  -0.370
C 2.375 -0.233 -0.844  0.159
C 2.972 0.913 -1.349  -0.208
C 4.313 0.766 -1.714  0.460
F 4.951 1.804 -2.250  -0.290
C 5.009 -0.414 -1.547  -0.332
C 2.175 2.125 -1.467  0.199
C 2.671 3.410 -1.658  -0.210
C 1.784 4.464 -1.778  -0.111
C 0.421 4.220 -1.705  -0.227
C 0.003 2.926 -1.464  0.053
N 0.855 1.910 -1.337  -0.445
H 2.517 -2.299 -0.217  0.296
H 6.044 -0.493 -1.847  0.277
H 3.733 3.583 -1.706  0.262
H 2.154 5.470 -1.926  0.251
H -0.307 5.010 -1.818  0.246
H -1.046 2.702 -1.360  0.199
Cl -6.926 -0.836 -2.734  0.329
C -5.492 -0.318 -2.082  0.168
C -5.510 0.398 -0.873  -0.313
C -4.328 0.815 -0.342  0.040
Cl -4.263 1.658 1.098  0.272
C -3.010 0.518 -1.026  0.581
O -1.982 0.867 -0.500  -0.456
C -3.076 -0.222 -2.319  -0.107
C -1.856 -0.519 -3.132  0.447
O -0.745 -0.136 -2.872  -0.488
C -4.267 -0.618 -2.794  -0.171
H -6.448 0.611 -0.379  0.292
H -2.037 -1.124 -4.034  0.178
H -4.329 -1.166 -3.728  0.278
F 0.508 -2.337 -1.921  -0.694
Sb -0.467 -3.470 -0.669  3.172
F -1.633 -1.844 -0.556  -0.747
F -1.613 -3.998 -2.040  -0.651
F -1.453 -4.170 0.744  -0.642
F 0.864 -4.754 -0.758  -0.631
F 0.570 -2.425 0.584  -0.695
N 0.082 -1.697 6.213  -0.801
C 0.363 -0.473 5.724  0.634
O 0.599 0.514 6.379  -0.552
C 0.353 -0.347 4.214  -0.037
C 1.506 0.020 3.539  -0.209
C 1.439 0.235 2.177  0.070
N 0.293 0.132 1.496  -0.462
C -0.817 -0.228 2.141  0.040
C -0.831 -0.478 3.500  -0.180
H 0.085 -1.831 7.212  0.427
H -0.059 -2.496 5.621  0.406
H 2.441 0.151 4.066  0.261
H 2.320 0.520 1.619  0.219
H -1.718 -0.335 1.558  0.200
H -1.754 -0.755 3.991  0.238

***

Record 4
A molecular structure, C24H15Cl2InN9O2, computed with ωB97M-V/def2-TZVPD.

Computed properties:
Charge ... +1
LUMO ... -3.97 eV

Each line ends with the natural charge from an NBO analysis.
Atoms and positions in Å:
In -7.053 -10.137 10.831  1.835
Cl -5.549 -4.656 15.139  0.064
C -6.305 -5.983 14.422  -0.070
C -5.798 -6.552 13.240  -0.290
C -6.386 -7.631 12.594  0.172
N -5.894 -8.125 11.482  -0.721
C -4.964 -7.539 10.681  0.601
O -4.182 -6.642 11.013  -0.608
C -4.862 -8.300 9.377  0.173
C -3.883 -7.843 8.464  -0.211
C -3.796 -8.514 7.275  -0.118
C -4.840 -9.383 6.878  -0.247
C -5.838 -9.662 7.800  0.054
N -5.713 -9.322 9.103  -0.545
C -7.410 -8.329 13.298  0.077
C -7.959 -7.744 14.493  -0.228
C -7.523 -6.517 14.959  -0.096
Cl -8.346 -6.010 16.352  0.054
N -7.994 -9.386 12.702  -0.735
C -8.956 -10.178 13.201  0.579
O -9.310 -10.171 14.389  -0.610
C -9.491 -11.134 12.244  0.130
C -10.528 -12.000 12.604  -0.168
C -11.070 -12.859 11.612  -0.126
C -10.498 -12.865 10.314  -0.222
C -9.527 -11.879 10.027  0.055
N -9.032 -11.190 11.027  -0.543
H -4.872 -6.157 12.694  0.286
H -3.165 -7.085 8.848  0.286
H -3.019 -8.234 6.530  0.245
H -4.933 -9.816 5.885  0.247
H -6.705 -10.278 7.572  0.197
H -8.900 -8.186 14.872  0.267
H -10.824 -12.112 13.673  0.277
H -11.851 -13.559 11.821  0.241
H -10.700 -13.605 9.587  0.235
H -9.259 -11.705 8.971  0.211
N -4.354 -12.342 13.506  -0.313
C -5.124 -11.308 13.256  0.268
N -5.744 -11.494 12.059  -0.605
C -5.334 -12.751 11.688  0.298
N -4.518 -13.299 12.549  -0.226
C -5.730 -13.417 10.446  0.118
C -5.110 -14.671 10.108  0.066
N -5.351 -15.238 8.978  -0.339
C -6.137 -14.635 8.122  0.015
C -6.731 -13.437 8.383  -0.006
N -6.463 -12.735 9.517  -0.416
H -3.691 -12.542 14.281  0.462
H -5.115 -10.354 13.757  0.268
H -4.524 -15.214 10.815  0.231
H -6.416 -15.170 7.200  0.222
H -7.395 -12.962 7.652  0.209

***

What are the energy above the lowest of the compared OMol25 structures with the same formula, charge and spin values for these records? In order: 82.23 0.00 43.52 17.38 kcal per mole.